C7H32O9 | ωB97M-V/def2-TZVPD

Positions of all 48 atoms, in Å:
C  2.359  -4.143  1.788
C  1.699  -4.413  0.443
C  0.793  -3.299  -0.053
O  2.733  -4.696  -0.512
H  3.136  -4.855  2.066
H  1.653  -4.223  2.626
H  2.724  -3.114  1.829
H  1.056  -5.295  0.571
H  0.087  -3.079  0.754
H  0.193  -3.632  -0.899
H  1.350  -2.407  -0.329
H  2.871  -5.646  -0.465
C  -3.708  3.974  -2.652
C  -2.473  3.329  -3.281
C  -2.014  2.058  -2.578
O  -2.773  3.002  -4.633
H  -3.954  4.882  -3.204
H  -3.561  4.294  -1.618
H  -4.546  3.275  -2.684
H  -1.651  4.046  -3.235
H  -1.592  2.259  -1.590
H  -1.257  1.547  -3.172
H  -2.845  1.374  -2.374
H  -3.143  2.116  -4.670
C  -0.917  2.587  2.618
O  -2.291  2.969  2.633
H  -0.582  2.228  1.640
H  -0.249  3.390  2.916
H  -0.807  1.763  3.329
H  -2.836  2.182  2.628
O  0.113  -0.969  3.239
H  -0.188  -1.740  3.731
H  -0.361  -1.007  2.382
O  1.185  -1.117  -2.424
H  0.424  -1.060  -3.010
H  1.076  -0.356  -1.793
O  0.752  0.732  -0.471
H  1.453  0.830  0.201
H  0.015  0.327  0.014
O  4.440  -0.467  0.126
H  5.239  -0.635  0.636
H  3.837  -0.026  0.744
O  2.636  1.275  1.596
H  2.476  1.117  2.536
H  2.810  2.223  1.526
O  -1.409  -0.456  0.949
H  -2.010  0.054  1.506
H  -1.940  -1.195  0.621

Calculated values
F_max   1.172 eV/Å
LUMO energy   -0.36 eV
Net charge   0
SMILES string   CC(C)O.CC(C)O.CO.O.O.O.O.O.O
Energy above the lowest of the compared OMol25 structures with the same formula, charge and spin   3.21 kcal/mol
HOMO level   -9.891 eV
Orbital gap   9.53 eV